Entry from the Open Molecules 2025 dataset: a cluster of 2 separate species, C2H6O2S2 in total at a distorted geometry (ωB97M-V/def2-TZVPD).

```
12
Properties=species:S:1:pos:R:3:lowdin_charge:R:1
C -0.810 -0.056 1.917 -0.47
S -0.604 1.340 0.753 0.41
S -1.801 0.859 -1.023 0.37
H -1.617 -0.738 1.599 0.04
H -1.049 0.384 2.847 -0.01
H 0.218 -0.485 2.172 0.05
H -0.923 0.128 -1.696 -0.26
O 1.520 -1.229 -0.306 0.04
C 1.199 -0.715 -1.388 -0.36
O 1.345 0.618 -1.737 -0.01
H 0.681 -1.083 -2.159 0.09
H 1.841 0.979 -0.980 0.10
```

The value obtained for the energy is -27935.9127 eV. For the gap between HOMO and LUMO, the calculation gives 9.28 eV. The calculation puts the LUMO energy at 0.1 eV. Its net charge is 0. As for the energy above the lowest of the compared OMol25 structures with the same formula, charge and spin: 1.000 eV. The spin multiplicity is 1. Its SMILES is O=CO.CSS.

Entry from the Open Molecules 2025 dataset: a structure of composition C2H6O2Sn at a distorted geometry (ωB97M-V/def2-TZVPD).

```
11
Properties=species:S:1:pos:R:3:lowdin_charge:R:1
C -2.591 0.438 -0.059 -0.02
C -1.418 -0.105 -0.834 -0.16
O -0.224 0.365 -0.148 -0.38
H -3.478 0.354 -0.700 0.12
H -2.767 -0.140 0.856 0.11
H -2.447 1.496 0.194 0.11
H -1.382 0.272 -1.864 0.15
H -1.379 -1.201 -0.826 0.16
H 0.129 -0.544 1.396 0.22
Sn 1.664 0.383 -0.638 1.82
O 0.465 -0.727 0.475 -0.13
```

The value obtained for the energy is -12073.6069 eV. For the gap between HOMO and LUMO, the calculation gives 9.55 eV. The calculation puts the LUMO energy at -11.6 eV. Its net charge is +2. As for the energy above the lowest of the compared OMol25 structures with the same formula, charge and spin: 4.418 eV. The spin multiplicity is 1.

Entry from the Open Molecules 2025 dataset: a structure of composition C2H6O3P at a distorted geometry (ωB97M-V/def2-TZVPD).

```
12
Properties=species:S:1:pos:R:3:lowdin_charge:R:1
C -0.941 -0.277 0.061 -0.09
C -2.397 -0.636 -0.036 -0.34
O 1.486 0.504 -1.233 -0.54
O 2.829 2.142 0.929 -0.66
O -2.845 -1.518 -0.698 0.02
P 2.949 0.739 0.556 0.58
H -0.255 -1.037 -0.244 0.05
H -0.669 0.577 -0.580 0.07
H -0.590 -0.071 1.082 0.06
H -3.124 -0.001 0.500 0.10
H 1.752 -0.403 -1.483 -0.09
H 1.805 -0.019 1.147 -0.15
```

The value obtained for the energy is -17602.5226 eV. For the gap between HOMO and LUMO, the calculation gives 7.40 eV. The calculation puts the LUMO energy at 3.7 eV. Its net charge is -1. As for the energy above the lowest of the compared OMol25 structures with the same formula, charge and spin: 3.451 eV. The spin multiplicity is 1.

Entry from the Open Molecules 2025 dataset: a structure of composition C2H6O3S2 at a distorted geometry (ωB97M-V/def2-TZVPD).

```
13
Properties=species:S:1:pos:R:3:lowdin_charge:R:1
C -0.156 2.009 0.179 -0.12
C -0.207 0.883 -0.814 -0.04
O 1.415 -1.835 -0.694 -0.39
O 1.659 -0.379 1.345 -0.33
O -0.556 -1.676 1.036 -0.78
S -1.255 -2.608 -0.100 0.72
S 0.856 -0.917 0.282 0.67
H 0.796 2.420 0.215 0.06
H -0.794 2.827 -0.109 0.08
H -0.496 1.741 1.141 0.07
H 0.196 0.937 -1.821 0.09
H -1.065 0.347 -0.835 0.00
H -0.394 -3.749 0.173 -0.04
```

The value obtained for the energy is -29980.8838 eV. For the gap between HOMO and LUMO, the calculation gives 8.83 eV. The calculation puts the LUMO energy at -0.4 eV. Its net charge is 0. As for the energy above the lowest of the compared OMol25 structures with the same formula, charge and spin: 2.708 eV. The spin multiplicity is 1.

What is the LUMO energy in the third record?
3.7 eV

Which value of LUMO energy does entry 3 give?
3.7 eV